(1)
DFT (ωB97M-V/def2-TZVPD) results for a cluster of 2 separate species, CH5Cl2OPSi in total at a distorted geometry.

Geometry as XYZ:
```
11
CH5Cl2OPSi, DFT ωB97M-V/def2-TZVPD
C -1.19809 -0.08514 1.21349
O 1.75697 1.04489 -1.48891
Si -1.53424 -0.23809 -0.67826
P 1.84164 0.40976 -0.19268
Cl 3.02547 1.49160 1.07509
Cl 2.87030 -1.30920 -0.35092
H -0.69079 0.73346 1.78488
H -1.16799 -1.12104 1.79579
H -1.99221 1.04291 -0.97918
H -0.28962 -0.91682 -1.37495
H -2.62142 -1.05233 -0.80436
```

Total charge: 0
Relative energy (zero: lowest compared OMol25 entry of this formula, charge and spin) in kJ/mol: 483.5
HOMO level (spin up / spin down) in eV: -9.875 / -9.329
Gap between HOMO and LUMO (spin up / spin down) in eV: 8.99 / 6.53


(2)
DFT (ωB97M-V/def2-TZVPD) results for an isolated molecule of C5H5ClS at a distorted geometry.

Geometry as XYZ:
```
12
C5H5ClS, DFT ωB97M-V/def2-TZVPD
C -0.95345 -0.14325 0.47050
C -0.47187 1.07493 -0.17760
C 0.94390 1.07821 -0.38478
C 1.47135 -0.26867 0.11296
C 0.44723 -0.88536 0.75443
H -1.71057 -1.01310 -1.72428
H -1.44992 0.05829 1.50151
H -1.03111 1.85515 -0.54290
H 1.44517 2.08947 -0.60214
H 0.39131 -1.70529 1.43828
S -2.09814 -1.15940 -0.47690
Cl 3.01610 -0.98100 -0.36909
```

Total charge: 0
Relative energy (zero: lowest compared OMol25 entry of this formula, charge and spin) in kJ/mol: 123.2
HOMO level in eV: -8.613
Gap between HOMO and LUMO in eV: 8.86
SMILES: S[C@@H]1C=CC(Cl)=C1


(3)
DFT (ωB97M-V/def2-TZVPD) results for a cluster of 10 separate species, C58H65ClF9N2O33PS2 in total at a distorted geometry.

Geometry as XYZ:
```
171
C58H65ClF9N2O33PS2, DFT ωB97M-V/def2-TZVPD
C 9.16680 -3.91152 6.99906
C 8.17315 -3.01145 6.20627
C 7.95607 -3.64360 4.81364
C 7.30616 -2.67593 3.81370
C 5.86114 -2.24381 4.22878
C 5.94518 -0.80069 4.76057
C 4.58280 -0.15241 5.07984
C 3.75440 0.12168 3.85314
C 2.72481 -0.74619 3.54074
C 1.92441 -0.59276 2.43673
C 0.80638 -1.61460 2.28190
C -0.51467 -0.93893 2.84027
C -1.61112 -0.70357 1.76684
C -3.00368 -1.24613 2.15296
S -4.06852 0.08725 2.79546
C -5.41036 -0.80319 3.52048
N -6.08586 -1.66563 2.84131
N -7.01855 -2.19377 3.71775
C -6.86092 -1.60078 4.82781
O -5.84521 -0.69221 4.78785
C 2.13395 0.44694 1.53722
C 1.29394 0.59978 0.28531
C 2.09735 0.08414 -0.94601
C 2.19916 -1.46110 -1.08571
C 3.63100 -1.89295 -0.67962
S 3.86090 -3.62557 -0.26303
O 5.04327 -3.67690 0.54171
O 3.96316 -4.44508 -1.42871
Cl 2.30178 -4.30097 0.87535
C 3.14885 1.33170 1.85723
C 3.93612 1.18980 2.99237
C 4.99063 2.24702 3.25493
O 6.11440 2.01836 3.66052
C 4.52868 3.65509 2.93535
C 4.81645 4.74125 3.71861
C 4.31802 5.97782 3.36327
C 3.55652 6.10747 2.22566
C 3.27359 5.01140 1.44344
P 2.22125 5.24045 -0.03290
O 1.37736 6.45057 0.15030
C 3.76020 3.77798 1.80302
C 3.45213 2.54112 1.00985
O 3.47062 2.55775 -0.21019
H 8.82756 -4.08046 8.02487
H 10.17990 -3.50973 6.96556
H 9.21821 -4.89653 6.51709
H 8.62322 -2.02553 6.11518
H 7.24223 -2.94927 6.78048
H 8.95103 -3.96302 4.48115
H 7.31984 -4.53278 4.91746
H 7.95893 -1.79365 3.74999
H 7.31979 -3.13602 2.81879
H 5.25946 -2.33831 3.31839
H 5.55537 -2.96634 4.99388
H 6.55563 -0.22221 4.06846
H 6.51239 -0.84564 5.70067
H 4.79750 0.81033 5.56366
H 4.08149 -0.79255 5.81130
H 2.53382 -1.57706 4.21522
H 0.99448 -2.47650 2.91917
H 0.60163 -1.86085 1.24448
H -0.25000 0.04913 3.23109
H -0.91510 -1.48654 3.69942
H -1.73583 0.38365 1.65021
H -1.34035 -1.06175 0.77004
H -2.89981 -2.07218 2.86269
H -3.48649 -1.66169 1.27119
H -7.41889 -1.75475 5.73675
H 1.03830 1.63686 0.07980
H 0.40144 -0.01465 0.35335
H 1.61872 0.47882 -1.84665
H 3.11970 0.46645 -0.95465
H 1.40764 -2.02310 -0.58823
H 2.10602 -1.68632 -2.15373
H 4.05757 -1.27562 0.11494
H 4.27192 -1.74026 -1.55453
H 5.40755 4.61436 4.62009
H 4.51619 6.83558 3.99583
H 3.16001 7.08861 1.98382
H 2.98393 5.25919 -1.21917
H 1.40330 4.08629 -0.08072
C -0.79812 4.77837 -2.44173
C -1.15575 4.03704 -3.70237
O -0.65362 2.73460 -3.45902
C -0.70041 2.55448 -2.10458
O -0.61168 1.50364 -1.56413
O -0.87121 3.73539 -1.46166
F -0.51650 4.55720 -4.78268
H 0.21580 5.18156 -2.47359
H -1.49035 5.58425 -2.21249
H -2.22695 3.98098 -3.90307
C -6.24810 -4.44950 -0.22930
C -6.12125 -2.95172 -0.20456
O -6.82142 -2.55951 -1.37765
C -7.77181 -3.51156 -1.59079
O -8.70266 -3.38308 -2.31563
O -7.52192 -4.62719 -0.86029
F -4.82445 -2.56455 -0.32083
H -5.47575 -4.92229 -0.83249
H -6.23630 -4.88774 0.76559
H -6.56802 -2.47490 0.66668
C 0.76622 9.78610 0.95769
C 1.07707 10.68199 -0.21154
O 1.22023 11.95195 0.39988
C 1.65877 11.72386 1.67433
O 2.13144 12.54953 2.37875
O 1.48751 10.42195 2.02002
F 0.04661 10.73087 -1.09231
H -0.29824 9.77389 1.19693
H 1.10609 8.76194 0.80784
H 1.99570 10.42861 -0.74420
C 10.38514 1.61954 4.48009
C 10.68540 2.06743 5.88811
O 10.38357 0.91329 6.64959
C 10.60647 -0.16038 5.83535
O 10.70325 -1.27908 6.21151
O 10.70135 0.22569 4.53778
F 9.86877 3.07822 6.27523
H 9.33097 1.74464 4.22416
H 10.99329 2.12820 3.73578
H 11.72421 2.35578 6.06027
C 0.40358 2.49909 -6.96622
C 0.58125 1.15644 -7.62476
O -0.65645 0.98458 -8.29882
C -1.11256 2.23566 -8.59945
O -1.97596 2.46266 -9.38116
O -0.45019 3.17913 -7.89249
F 0.72700 0.16830 -6.71156
H -0.09572 2.42121 -6.00161
H 1.34230 3.03183 -6.83589
H 1.40027 1.10714 -8.34457
C -3.85134 0.15894 -9.42445
C -4.62111 -0.34154 -10.61882
O -5.06905 -1.61538 -10.18780
C -5.19932 -1.54495 -8.82983
O -5.79432 -2.32745 -8.17039
O -4.56035 -0.45156 -8.33790
F -3.81847 -0.49957 -11.69971
H -2.81764 -0.18662 -9.42458
H -3.86023 1.23875 -9.33961
H -5.48088 0.27245 -10.89387
C -4.85026 -9.11268 0.40706
C -4.66476 -8.14868 -0.73650
O -4.42324 -6.92027 -0.06988
C -3.83887 -7.23875 1.12702
O -3.27010 -6.46376 1.81752
O -3.99480 -8.55507 1.40892
F -5.79307 -8.03191 -1.47688
H -5.87853 -9.12543 0.77184
H -4.55069 -10.12737 0.15684
H -3.82270 -8.37894 -1.39167
C -11.21249 -5.62600 -2.15072
C -12.06064 -6.11383 -3.29640
O -12.44916 -7.40632 -2.86549
C -12.47635 -7.36992 -1.49952
O -13.00409 -8.18214 -0.81799
O -11.82449 -6.27664 -1.03039
F -11.34017 -6.22899 -4.43865
H -10.17452 -5.94845 -2.23688
H -11.23517 -4.54559 -2.03771
H -12.95062 -5.51179 -3.48998
C -6.35120 2.19828 -4.40495
C -6.08729 3.15890 -5.53704
O -5.90193 4.39212 -4.85882
C -5.40883 4.08466 -3.62626
O -4.89339 4.86606 -2.89591
O -5.57457 2.76999 -3.34485
F -7.15487 3.26553 -6.36155
H -7.40294 2.18034 -4.11678
H -6.02761 1.18397 -4.62574
H -5.19673 2.93034 -6.12636
```

Total charge: 0
HOMO level in eV: -9.532
Gap between HOMO and LUMO in eV: 8.33
SMILES: CCCCCCCc1cc(CCCCSc2nnco2)c(CCCCS(=O)(=O)Cl)c2c1C(=O)c1cccc([PH2]=O)c1C2=O.O=C1OC[C@@H](F)O1.O=C1OC[C@@H](F)O1.O=C1OC[C@@H](F)O1.O=C1OC[C@@H](F)O1.O=C1OC[C@@H](F)O1.O=C1OC[C@@H](F)O1.O=C1OC[C@@H](F)O1.O=C1OC[C@@H](F)O1.O=C1OC[C@@H](F)O1


(4)
DFT (ωB97M-V/def2-TZVPD) results for a cluster of 2 separate species, C4H10O2S in total at a distorted geometry.

Geometry as XYZ:
```
17
C4H10O2S, DFT ωB97M-V/def2-TZVPD
O 0.30368 3.46600 0.31325
C 1.29416 2.66602 -0.01483
C 1.66626 1.49358 0.87315
C 0.48970 1.03940 1.71848
C -0.48839 0.21402 0.92077
S -1.88960 -0.38634 1.94566
H 1.67076 2.77968 -1.02670
H 1.98588 0.66017 0.21963
H 2.53998 1.69645 1.52006
H -0.02626 1.94211 2.03718
H 0.80455 0.51026 2.60068
H -0.90154 0.78644 0.08255
H -0.02894 -0.66326 0.46818
H -1.93352 -1.61082 1.41564
H -1.14690 -4.44645 -4.47706
H -2.63080 -4.93314 -4.26050
O -1.70901 -5.21412 -4.33614
```

2S+1: 2
Total charge: -1
Relative energy (zero: lowest compared OMol25 entry of this formula, charge and spin) in kJ/mol: 15.5
HOMO level (spin up / spin down) in eV: 0.236 / -3.035
Gap between HOMO and LUMO (spin up / spin down) in eV: 2.32 / 5.59


(5)
DFT (ωB97M-V/def2-TZVPD) results for an isolated molecule of C3H3IO2 at a distorted geometry.

Geometry as XYZ:
```
9
C3H3IO2, DFT ωB97M-V/def2-TZVPD
C -0.08019 0.10201 -0.97276
C -1.27545 -0.20516 -0.88957
C 0.88586 0.33128 0.30361
O -0.23793 -0.46430 2.21521
O 0.65462 -0.63930 1.26379
I -2.95608 -1.00193 -0.23738
H 0.45849 0.40211 -1.92407
H 1.77149 0.04889 -0.22189
H 0.77918 1.42639 0.46306
```

Total charge: 0
Relative energy (zero: lowest compared OMol25 entry of this formula, charge and spin) in kJ/mol: 701.4
HOMO level (spin up / spin down) in eV: -9.558 / -7.694
Gap between HOMO and LUMO (spin up / spin down) in eV: 9.23 / 6.94


(6)
DFT (ωB97M-V/def2-TZVPD) results for a structure of composition C29H29Cl2FeGeNO2.

Geometry as XYZ:
```
65
C29H29Cl2FeGeNO2, DFT ωB97M-V/def2-TZVPD
Fe 0.18183 1.75160 -1.09846
C -2.88139 3.16167 1.42901
C -2.25154 2.46681 0.25278
O -0.99918 2.45979 0.25465
C -3.05540 1.85672 -0.76750
C -4.46881 1.91650 -0.67130
C -5.28546 1.33298 -1.59525
C -4.70199 0.64915 -2.68132
C -3.34757 0.55361 -2.80551
C -2.46868 1.14569 -1.85514
O -1.20399 0.97603 -2.04625
H -2.10008 3.68571 1.97312
H -3.34364 2.42196 2.08662
H -3.65336 3.86426 1.12010
H -4.91471 2.43893 0.16376
H -6.36040 1.39930 -1.50129
H -5.33833 0.19018 -3.42860
H -2.88708 0.02832 -3.63182
C 3.70360 0.08136 1.05084
C 3.65580 -0.51825 -0.12545
C 4.85334 -1.15380 -0.66809
C 4.92390 -1.42445 -1.97535
C 3.80785 -1.13438 -2.84607
C 2.62962 -0.62960 -2.42433
C 1.45905 -0.50709 -3.34961
C 2.42692 -0.40221 -0.98437
N 1.22917 -0.18047 -0.54619
H 1.19838 3.65992 1.79015
H 3.11643 0.71070 1.69428
H 2.88272 2.61917 -0.85077
H 5.67392 -1.35073 0.00759
H 5.81345 -1.87110 -2.39884
H 3.91122 -1.38243 -3.89613
H 1.76345 -0.75121 -4.36672
H 1.03884 0.49589 -3.34959
H 0.66065 -1.18600 -3.04349
Ge 0.54599 -0.48383 1.17480
C -1.28666 -0.98813 0.80290
C -1.62281 -1.74598 -0.31559
C -2.94445 -2.08951 -0.56146
C -3.94428 -1.67827 0.30931
C -3.62112 -0.92493 1.42825
C -2.29866 -0.58095 1.67049
C 1.49166 -1.83102 2.21292
C 1.40036 -3.17600 1.85794
C 2.06143 -4.14934 2.59369
C 2.81390 -3.78755 3.70243
C 2.89785 -2.45437 4.07762
C 2.24065 -1.48332 3.33509
H 0.56807 0.83536 1.96911
H -0.85351 -2.03581 -1.02267
H -3.19772 -2.66510 -1.44272
H -4.97669 -1.93363 0.10771
H -4.40084 -0.59502 2.10381
H -2.05450 0.01772 2.54278
H 0.80260 -3.47239 1.00242
H 1.98444 -5.19013 2.30617
H 3.32816 -4.54571 4.27895
H 3.47387 -2.17051 4.94910
H 2.30378 -0.44589 3.64640
Cl 1.16054 2.97172 -2.76326
C 2.01465 4.52245 0.37185
Cl 2.19284 2.80928 0.28229
H 1.41514 4.91985 -0.42782
H 2.83678 4.97649 0.89204
```

2S+1: 5
Total charge: 0
Relative energy (zero: lowest compared OMol25 entry of this formula, charge and spin) in kJ/mol: 1009.1
HOMO level (spin up / spin down) in eV: -5.906 / -8.073
Gap between HOMO and LUMO (spin up / spin down) in eV: 4.66 / 6.95


(7)
DFT (ωB97M-V/def2-TZVPD) results for a structure of composition C3H9ClF3O3P3SV at a distorted geometry.

Geometry as XYZ:
```
24
C3H9ClF3O3P3SV, DFT ωB97M-V/def2-TZVPD
O 1.45303 2.04290 -1.40612
P 1.16938 0.72260 -0.37585
Cl 1.54692 1.48530 1.57736
P -0.97307 0.14064 -0.49001
C -0.60431 -1.71440 -0.47128
C 0.52474 -2.17610 0.55998
C 1.89209 -2.62585 -0.14833
F 2.02827 -2.14472 -1.45232
F 1.90566 -4.03245 -0.25915
F 3.01938 -2.17506 0.56464
P -3.18465 -0.15625 -0.74062
S -4.20689 0.70752 0.69323
H 2.23399 2.51776 -1.02919
H -1.02346 0.83616 -1.76842
H -1.24559 0.86915 0.71607
H -0.43508 -2.04253 -1.54278
H -1.57216 -2.22783 -0.13641
H 0.13349 -3.13242 1.05628
H 0.70193 -1.45136 1.42301
H -3.55244 -1.52861 -0.90624
H -3.58702 0.50891 -1.96538
O 2.78474 4.96571 1.24344
V 1.25638 5.17710 2.03555
O -0.26533 5.43384 2.82252
```

Total charge: +1
HOMO level in eV: -11.456
Gap between HOMO and LUMO in eV: 2.65


(8)
DFT (ωB97M-V/def2-TZVPD) results for a cluster of 2 separate species, C2H4ClF in total at a distorted geometry.

Geometry as XYZ:
```
8
C2H4ClF, DFT ωB97M-V/def2-TZVPD
C -0.57536 0.25983 -0.42693
C 1.85594 -0.60372 0.35045
F 2.13630 -1.67060 -0.33862
Cl 2.87309 0.77496 -0.01802
H -0.03354 1.09871 0.01478
H -1.46041 -0.24170 0.05142
H -0.40425 -0.03607 -1.43722
H 1.78422 -0.63139 1.48212
```

Total charge: 0
Relative energy (zero: lowest compared OMol25 entry of this formula, charge and spin) in kJ/mol: 400.6
HOMO level (spin up / spin down) in eV: -8.852 / -8.748
Gap between HOMO and LUMO (spin up / spin down) in eV: 9.02 / 8.99


(9)
DFT (ωB97M-V/def2-TZVPD) results for the ion C22H29N2O4 with charge +1.

Geometry as XYZ:
```
57
C22H29N2O4, DFT ωB97M-V/def2-TZVPD
C 4.40918 -4.13803 -6.24630
C 4.15823 -2.76668 -6.85136
H 5.08734 -2.19197 -6.89089
H 3.72366 -2.84549 -7.84892
O 3.18706 -2.02280 -6.09496
C 3.64654 -1.37903 -5.02145
O 4.77863 -1.37932 -4.61760
N 2.64986 -0.66098 -4.39818
C 2.94204 0.04358 -3.17775
H 4.02103 -0.00814 -3.01423
C 2.19846 -0.60376 -2.00795
N 0.74878 -0.63494 -2.30683
C -0.10087 -1.06704 -1.17798
H -0.25883 -2.14430 -1.19561
H 0.38483 -0.78672 -0.24024
C -1.43837 -0.28663 -1.27504
O -1.14286 1.00856 -1.74141
H -1.06643 1.58715 -0.96526
C -2.10951 -0.22620 0.09932
O -1.25349 0.56838 0.88670
C -1.65911 0.91497 2.16989
C -2.81121 0.44902 2.78061
C -3.11501 0.86487 4.06574
C -2.28409 1.73676 4.76146
C -1.12546 2.18871 4.13055
C -0.81541 1.78722 2.84866
H 0.07712 2.14377 2.35764
H -0.47235 2.87837 4.64243
C -2.61787 2.17059 6.12558
C -1.62806 2.26475 7.10130
C -1.94391 2.66987 8.38473
C -3.25018 2.99425 8.71098
C -4.24098 2.90757 7.74724
C -3.92930 2.49539 6.46504
H -4.70313 2.44748 5.71267
H -5.26019 3.16363 7.99528
H -3.49508 3.31364 9.71245
H -1.16845 2.73188 9.13358
H -0.61056 1.99557 6.85742
H -4.00740 0.48616 4.53981
H -3.47669 -0.23595 2.27889
H -2.22076 -1.23597 0.51286
H -3.10019 0.23617 0.00711
H -2.11053 -0.75236 -2.00271
C 0.49731 -1.39764 -3.55222
H -0.57322 -1.40781 -3.75724
C 1.25016 -0.74307 -4.71557
H 1.12238 -1.33266 -5.62252
H 0.85299 0.26441 -4.89299
H 0.84949 -2.42128 -3.40569
H 0.41339 0.34614 -2.46639
H 2.36881 -0.03432 -1.09343
H 2.54583 -1.62886 -1.86161
H 2.64647 1.09480 -3.27733
H 5.09627 -4.68807 -6.88166
H 3.47959 -4.69708 -6.16725
H 4.85405 -4.03655 -5.25940
```

Total charge: +1
Relative energy (zero: lowest compared OMol25 entry of this formula, charge and spin) in kJ/mol: 2.9
HOMO level in eV: -10.385
Gap between HOMO and LUMO in eV: 8.09
SMILES: CCOC(=O)N1CC[NH+](C[C@H](O)COc2ccc(-c3ccccc3)cc2)CC1


What is the formula in the eighth record? C2H4ClF